[1]
Below is a 2-piece molecular cluster, C2 overall, with properties calculated with wB97M-V/def2-TZVPD.

Structure (XYZ):
```
2
C2, DFT wB97M-V/def2-TZVPD
C 0.000 0.000 -1.317
C 0.000 0.000 1.317
```

Summary:
- energy above the lowest of the compared OMol25 structures with the same formula, charge and spin (kJ/mol) = 698.3
- Kohn-Sham gap (eV) = 5.78

=====

[2]
Below is one molecule with the formula C2, with properties calculated with wB97M-V/def2-TZVPD.

Structure (XYZ):
```
2
C2, DFT wB97M-V/def2-TZVPD
C 0.000 0.000 0.767
C 0.000 0.000 -0.767
```

Summary:
- energy above the lowest of the compared OMol25 structures with the same formula, charge and spin (kJ/mol) = 69.6
- Kohn-Sham gap (eV) = 6.82

=====

[3]
Below is C20H10Cl2F6InN5O6S2Te4 as an isolated structure, with properties calculated with wB97M-V/def2-TZVPD.

Structure (XYZ):
```
56
C20H10Cl2F6InN5O6S2Te4, DFT wB97M-V/def2-TZVPD
Te -0.661 0.059 6.238
Te 0.121 -0.460 2.906
Te -1.894 -0.376 8.556
Te -1.357 -2.190 4.511
In 0.058 -0.145 -0.113
Cl -0.146 -0.308 -6.677
Cl 2.746 0.886 -6.026
S 1.420 -2.203 1.192
S 1.556 -3.021 -1.376
F -1.098 -3.422 -1.496
F 0.039 -5.155 -0.870
F 1.918 -4.339 2.644
F 2.362 -2.506 3.708
F 3.679 -3.160 2.140
F 0.041 -4.544 -2.942
O 0.000 -2.537 0.918
O 0.968 -1.675 -1.593
O 2.456 -3.446 -2.404
O 3.094 2.587 -1.465
O -3.236 0.345 -2.900
O 2.133 -0.970 0.764
N -1.267 0.479 -1.696
N -2.636 -0.079 0.547
N 1.074 1.497 -1.151
N 2.072 -3.280 0.048
N 1.219 2.245 1.515
C -3.287 -0.173 1.702
C -5.393 0.194 0.650
C -3.342 0.153 -0.556
C 1.819 1.203 -3.521
C 1.516 0.771 -4.802
C 2.411 -3.112 2.530
C 2.149 2.218 -0.773
C 2.070 2.770 0.639
C 2.861 3.877 0.928
C 1.867 3.927 3.090
C -4.664 -0.040 1.803
C -0.413 0.626 -2.800
C 0.872 1.154 -2.503
C 0.042 -4.092 -1.681
C -2.590 0.313 -1.855
C -0.687 0.179 -4.085
C -4.722 0.287 -0.557
C 1.126 2.818 2.714
C 0.267 0.258 -5.085
C 2.756 4.466 2.174
H -1.656 -0.236 -4.309
H 1.741 4.349 4.078
H -5.222 0.464 -1.498
H 3.532 4.242 0.165
H -5.136 -0.116 2.773
H 2.804 1.580 -3.311
H 3.353 5.334 2.427
H 0.426 2.369 3.409
H -6.470 0.305 0.692
H -2.693 -0.365 2.584
```

Summary:
- net charge = -2
- energy above the lowest of the compared OMol25 structures with the same formula, charge and spin (kJ/mol) = 0.0
- Kohn-Sham gap (eV) = 5.20

=====

[4]
Below is C20H10Cl5IrN2O2 as an isolated structure, with properties calculated with wB97M-V/def2-TZVPD.

Structure (XYZ):
```
40
C20H10Cl5IrN2O2, DFT wB97M-V/def2-TZVPD
Ir -0.598 0.201 -0.615
Cl -3.935 -4.421 -0.678
Cl -6.525 -2.689 -0.403
Cl -1.237 2.454 -0.885
Cl -1.127 -3.043 -0.776
Cl -6.254 0.476 -0.232
O -0.339 0.008 1.334
O -0.334 -0.200 -2.508
N 1.383 0.586 -0.367
N 1.827 0.709 0.941
C -0.029 0.293 4.058
C 1.413 0.592 5.956
C 0.853 0.407 1.746
C -4.873 -0.546 -0.382
C 1.602 0.381 -5.466
C 0.713 0.175 -3.231
C -3.612 -0.025 -0.432
C 0.150 0.360 5.431
C -3.819 -2.706 -0.585
C 1.932 0.673 -2.713
C 0.579 0.032 -4.622
C 1.059 0.467 3.208
C 2.814 0.883 -4.966
C -2.571 -2.087 -0.636
C 2.222 0.816 -1.322
C -2.439 -0.698 -0.562
C 2.500 0.763 5.106
C -4.980 -1.934 -0.459
C 2.966 1.017 -3.614
C 2.326 0.702 3.734
H -0.697 0.228 6.092
H -1.007 0.107 3.635
H 3.897 1.392 -3.204
H 1.470 0.265 -6.534
H 1.553 0.640 7.028
H -0.359 -0.359 -4.993
H 3.212 1.147 -1.022
H 3.614 1.157 -5.639
H 3.163 0.834 3.062
H 3.485 0.943 5.516
```

Summary:
- energy above the lowest of the compared OMol25 structures with the same formula, charge and spin (kJ/mol) = 0.0
- multiplicity = 5
- Kohn-Sham gap (alpha / beta) (eV) = 7.63 / 5.80
- expectation value of S² = 6.026

=====

[5]
Below is C20H10NO5Re as an isolated structure, with properties calculated with wB97M-V/def2-TZVPD.

Structure (XYZ):
```
37
C20H10NO5Re, DFT wB97M-V/def2-TZVPD
Re 0.337 -0.217 0.026
O 0.057 1.746 -0.071
O 2.124 0.487 0.136
O 0.550 4.824 -0.266
O 4.663 2.369 0.195
O 3.517 5.115 -0.079
N 0.008 -2.293 0.009
C -2.221 -1.451 0.017
C 2.938 -5.258 -0.015
C -3.599 -1.625 -0.015
C 0.986 -3.269 0.000
C -1.705 -3.942 -0.026
C 3.299 -3.896 0.005
C 1.155 2.487 -0.072
C 2.313 1.811 0.057
C 3.512 2.667 0.091
C -2.571 0.956 0.092
C 0.613 -4.626 -0.020
C 1.355 3.951 -0.154
C -1.695 -0.122 0.061
C -4.454 -0.533 0.012
C 2.907 4.099 -0.054
C 1.620 -5.617 -0.027
C -1.297 -2.600 0.000
C -3.942 0.754 0.066
C -0.765 -4.932 -0.034
C 2.345 -2.914 0.012
H -5.524 -0.693 -0.008
H -4.610 1.604 0.089
H -2.754 -4.188 -0.036
H 4.345 -3.621 0.014
H 1.327 -6.658 -0.042
H 3.709 -6.015 -0.020
H -4.024 -2.617 -0.059
H -1.070 -5.971 -0.051
H -2.168 1.958 0.133
H 2.651 -1.873 0.030
```

Summary:
- net charge = +1
- multiplicity = 4
- Kohn-Sham gap (alpha / beta) (eV) = 5.49 / 6.04
- expectation value of S² = 3.823

=====

Record-wise total energy values, in a.u.: -75.6115, -75.8510, -5071.6829, -3433.2995, -1277.0450